P) The following is a quantum chemistry calculation of the molecule C4H6ClF, from the OMol25 dataset.

The value obtained for the HOMO-LUMO gap is 0.390 Eh. As for the structure (SMILES): C/C=C\[C@H](F)Cl. Its charge is 0.

Geometry as XYZ:
```
12
C4H6ClF (ωB97M-V with the def2-TZVPD basis set)
C 1.5460 -0.5383 -0.4451
C 0.7744 0.0327 0.6866
C -0.5050 0.4632 0.7698
C -1.3894 0.2888 -0.3698
H 0.8482 -0.5930 -1.3007
H 2.2299 0.2264 -0.7148
H 2.0438 -1.5170 -0.3875
H 1.2040 0.2476 1.7149
H -1.1168 0.9988 1.5820
H -1.0148 0.1065 -1.4441
F -2.2052 1.3926 -0.2616
Cl -2.4150 -1.1082 0.1703
```

Atom charges from the Löwdin analysis, given in e for atoms 1 to 5:
1. C -0.084
2. C -0.161
3. C -0.210
4. C -0.703
5. H 0.065

Q) The following is a quantum chemistry calculation of the molecule C4H6ClF, from the OMol25 dataset.

The value obtained for the HOMO-LUMO gap is 0.362 Eh. As for the structure (SMILES): CC(C)=C(F)Cl. Its charge is 0.

Geometry as XYZ:
```
12
C4H6ClF (ωB97M-V with the def2-TZVPD basis set)
C -0.2897 -0.8664 -1.0313
C -0.1116 0.0042 0.1140
C 1.2443 0.6543 0.2161
C -0.9915 0.3431 1.0148
H -0.5681 -1.8924 -0.5498
H 0.5755 -0.8502 -1.7671
H -1.1391 -0.6723 -1.6469
H 0.9600 1.6645 0.4436
H 1.7119 0.6749 -0.8097
H 1.8511 0.1451 0.9203
F -0.6441 1.0099 2.1194
Cl -2.5987 -0.2145 0.9765
```

Atom charges from the Löwdin analysis, given in e for atoms 1 to 5:
1. C -0.091
2. C -0.409
3. C -0.036
4. C -0.759
5. H 0.123

R) The following is a quantum chemistry calculation of the molecule C4H6ClF, from the OMol25 dataset.

The value obtained for the HOMO-LUMO gap is 0.389 Eh. As for the structure (SMILES): F[C@@H]1C[C@H]1CCl. Its charge is 0.

Geometry as XYZ:
```
12
C4H6ClF (ωB97M-V with the def2-TZVPD basis set)
C 1.2381 -0.9219 0.1909
C 0.0455 -0.1984 -0.3801
C -0.6228 1.1189 0.0317
C -1.3611 0.0784 0.2813
H 1.5522 -1.8702 -0.2434
H 1.2732 -1.1204 1.1493
H 0.0466 -0.5469 -1.4728
H -0.2312 1.7289 0.9703
H -0.8074 1.8348 -0.7396
H -1.3251 -0.1575 1.3081
F -2.4433 -0.2458 -0.6987
Cl 2.6352 0.3002 -0.3970
```

Atom charges from the Löwdin analysis, given in e for atoms 1 to 5:
1. C -0.378
2. C -0.276
3. C -0.150
4. C -0.235
5. H 0.075

Energy relative to the most stable one, in kcal/mol: P) 8.2; Q) 0.0; R) 50.6

P) The following is a quantum chemistry calculation of a cluster of 2 separate species, C2H9NOS in total, from the OMol25 dataset.

The value obtained for the HOMO-LUMO gap is 0.364 Eh. As for the structure (SMILES): NCCS.O. Its charge is 0.

Geometry as XYZ:
```
14
C2H9NOS (ωB97M-V with the def2-TZVPD basis set)
C 0.0851 0.3564 -0.0421
C -1.0452 1.4150 -0.2955
S -0.3815 2.8145 -1.2535
N -0.3819 -0.9028 0.5429
H 0.5054 0.1816 -1.0222
H 0.7600 0.8271 0.6563
H -1.7629 0.9133 -0.9494
H -1.4428 1.8402 0.6149
H 0.0930 2.1650 -2.3142
H -0.9755 -1.3654 -0.1276
H -0.8282 -0.7554 1.4451
H 2.2470 -2.7719 1.5361
H 1.1729 -2.0656 0.5901
O 1.9547 -2.6520 0.6191
```

Atom charges from the Löwdin analysis, given in e for atoms 1 to 5:
1. C -0.337
2. C -0.559
3. S 0.681
4. N -0.018
5. H 0.095

Q) The following is a quantum chemistry calculation of a cluster of 2 separate species, C2H9NOS in total, from the OMol25 dataset.

The value obtained for the HOMO-LUMO gap is 0.364 Eh. As for the structure (SMILES): NCO.CS. Its charge is 0.

Geometry as XYZ:
```
14
C2H9NOS (ωB97M-V with the def2-TZVPD basis set)
C 3.1581 -0.7323 -0.5634
S 2.5225 -1.0237 1.1283
H 3.5224 0.2885 -0.6565
H 3.8078 -1.4516 -1.0835
H 2.2555 -0.7292 -1.2018
H 3.7055 -0.9901 1.8198
N -2.6855 -0.0269 -0.5752
C -2.3903 0.6651 0.6344
O -1.2073 1.4383 0.4167
H -3.4528 -0.6814 -0.5084
H -2.8735 0.5217 -1.3966
H -3.2291 1.4266 0.9362
H -2.2098 0.0087 1.5402
H -0.9236 1.2864 -0.4903
```

Atom charges from the Löwdin analysis, given in e for atoms 1 to 5:
1. C -0.510
2. S 0.596
3. H 0.016
4. H 0.034
5. H 0.019

Energy relative to the most stable one, in kcal/mol: P) 0.0; Q) 19.3

P) The following is a quantum chemistry calculation of a cluster of 17 separate species, H34O17 in total, from the OMol25 dataset.

The value obtained for the HOMO-LUMO gap is 0.301 Eh. Its charge is 0.

Geometry as XYZ:
```
51
H34O17 (ωB97M-V with the def2-TZVPD basis set)
O -1.9903 -1.7308 -0.8235
H -1.5853 -1.9928 -0.0025
H -1.4523 -2.1358 -1.5315
O -4.0623 -0.2108 0.9065
H -3.4683 0.0402 1.5895
H -3.6113 0.0122 0.0945
O -1.4853 1.9072 1.4165
H -1.3833 2.5902 0.7805
H -1.0553 1.1432 1.0415
O 2.7327 1.0042 -0.1665
H 2.5937 0.8652 -1.0805
H 2.5097 1.9722 -0.1065
O 2.2407 -1.7218 -0.7865
H 3.0227 -1.9068 -1.3365
H 2.4077 -2.3748 -0.1035
O 2.2937 0.5282 -2.6105
H 1.7367 0.6372 -3.3855
H 3.2177 0.4272 -2.8955
O 1.3127 3.3042 -0.3035
H 0.7477 2.5832 -0.5725
H 1.5377 3.8072 -1.0965
O -0.7003 1.9892 -1.8505
H -0.5153 2.8772 -2.2255
H -0.7803 1.4182 -2.5995
O 1.1627 1.3472 2.1265
H 0.4437 1.7192 2.6695
H 0.6977 0.9242 1.3925
O -0.9593 -2.7748 1.7325
H -0.4113 -2.1548 2.2565
H -0.4063 -3.4408 1.3825
O 0.3937 -1.1608 3.0725
H 1.2227 -1.2538 3.5105
H 0.5217 -0.2318 2.8515
O -2.4053 -0.2148 3.1705
H -1.9603 -0.2518 4.0075
H -1.6543 -0.5388 2.7075
O -0.0913 -0.0878 0.2205
H -0.6903 -0.2948 -0.4755
H 0.7957 -0.1708 -0.1405
O 0.0077 -2.8448 -2.2855
H 0.6717 -2.3168 -1.7875
H -0.1433 -3.6078 -1.6995
O 3.4717 -0.5548 2.1375
H 2.9747 -0.0128 1.5545
H 3.4687 -0.1198 3.0115
O -3.0943 1.2872 -1.1375
H -2.2163 1.5212 -1.4125
H -3.4313 2.1082 -0.6995
O -0.9713 -0.3388 -3.2605
H -0.4563 -1.1128 -3.1045
H -1.2033 -0.4568 -4.1505
```

Atom charges from the Löwdin analysis, given in e for atoms 1 to 5:
1. O -0.054
2. H -0.010
3. H -0.005
4. O -0.057
5. H -0.045

Q) The following is a quantum chemistry calculation of a cluster of 17 separate species, H34O17 in total, from the OMol25 dataset.

The value obtained for the HOMO-LUMO gap is 0.376 Eh. Its charge is 0.

Geometry as XYZ:
```
51
H34O17 (ωB97M-V with the def2-TZVPD basis set)
O -2.2948 -1.6011 2.6972
H -2.7531 -1.5287 3.5194
H -1.5653 -2.1570 2.7909
O 1.5386 -1.0042 2.5014
H 1.3710 -0.2521 3.2402
H 2.0624 -1.8123 2.7077
O 0.9842 3.0246 -3.0909
H 0.2671 2.7389 -2.5143
H 0.5246 3.2699 -3.9098
O 4.1370 -2.8634 0.2309
H 3.9956 -3.4383 -0.5946
H 3.4541 -2.0534 0.3505
O 0.0791 0.5514 4.8985
H 0.9512 0.3706 4.3810
H -0.6267 0.6362 4.3646
O 2.5867 1.5270 4.3162
H 2.9342 0.9237 5.2009
H 2.2682 2.3738 4.7618
O -0.4269 -3.4220 -3.5427
H -0.5767 -3.6592 -4.5047
H 0.4720 -3.3833 -3.4331
O -0.2385 1.3379 -0.2920
H -1.1289 1.6604 -0.4462
H 0.0234 1.3610 0.6753
O -2.7586 -2.5784 -0.9810
H -2.2736 -1.8980 -0.4079
H -2.1780 -3.1461 -1.6034
O -5.4578 -1.2551 1.1127
H -4.6849 -0.9737 1.6210
H -4.9995 -2.0453 0.7538
O -0.2678 -1.8967 0.0760
H -0.5888 -2.1445 -0.7981
H -0.5088 -0.9153 0.1509
O 1.8448 4.6979 1.0749
H 2.5779 4.6882 1.5373
H 2.1992 5.2216 0.2675
O 3.1816 -1.6248 -1.9330
H 2.6600 -1.2040 -1.3495
H 3.3047 -0.9717 -2.5691
O 2.7786 1.4913 -2.8453
H 2.6115 1.0350 -3.7030
H 2.9754 2.3771 -3.1765
O -4.3188 1.0029 -0.7159
H -4.4020 0.5834 -1.5488
H -5.0749 1.6682 -0.8588
O -0.9121 -1.0614 -5.4766
H -0.5320 -0.3451 -6.0659
H -0.7249 -1.0232 -4.5892
O -0.6810 3.3107 2.1448
H -0.0283 3.2377 1.4695
H -0.2000 3.7127 2.8772
```

Atom charges from the Löwdin analysis, given in e for atoms 1 to 5:
1. O -0.011
2. H 0.030
3. H 0.003
4. O -0.117
5. H 0.054

Energy relative to the most stable one, in kcal/mol: P) 0.0; Q) 107.3

P) The following is a quantum chemistry calculation of the molecule C4H4N4O, from the OMol25 dataset.

The value obtained for the HOMO-LUMO gap is 0.317 Eh. As for the structure (SMILES): Cc1cnnnnc1=O. Its charge is 0.

Geometry as XYZ:
```
13
C4H4N4O (ωB97M-V with the def2-TZVPD basis set)
C -2.3741 0.6094 0.7893
C -0.9191 0.2669 0.4099
C 0.0515 0.3910 1.3987
C -0.5102 -0.0331 -0.9166
H -3.1359 -0.1078 0.4011
H -2.6482 1.6354 0.3985
H -2.3738 0.6484 1.8865
H -0.3062 0.6355 2.3741
N 1.4470 0.5227 1.1460
N 1.9987 -0.1625 0.2257
N 1.4662 -1.2559 -0.2966
N 0.4365 -1.1570 -1.0078
O -0.8080 0.5191 -1.9524
```

Atom charges from the Löwdin analysis, given in e for atoms 1 to 5:
1. C -0.028
2. C -0.185
3. C -0.048
4. C -0.431
5. H 0.096

Q) The following is a quantum chemistry calculation of the molecule C4H4N4O, from the OMol25 dataset.

The value obtained for the HOMO-LUMO gap is 0.305 Eh. As for the structure (SMILES): [H]/N=c1\[nH]cc2ncon12. Its charge is 0.

Geometry as XYZ:
```
13
C4H4N4O (ωB97M-V with the def2-TZVPD basis set)
C 1.1505 -0.6602 0.2767
C -0.6570 -0.3906 1.6256
C -0.9495 0.1222 0.3648
C -1.1884 1.2661 -1.3475
H 3.0219 -1.0938 0.4237
H 1.3458 -0.5714 2.3136
H -1.1969 -0.2656 2.5309
H -1.4566 1.9061 -2.1640
N 2.2970 -0.6829 -0.2238
N 0.6823 -0.9029 1.5956
N -1.7617 1.0957 -0.2122
N 0.0164 -0.3436 -0.5389
O -0.0608 0.4795 -1.6209
```

Atom charges from the Löwdin analysis, given in e for atoms 1 to 5:
1. C -0.436
2. C -0.036
3. C -0.281
4. C -0.108
5. H 0.075

R) The following is a quantum chemistry calculation of the molecule C4H4N4O, from the OMol25 dataset.

The value obtained for the HOMO-LUMO gap is 0.302 Eh. As for the structure (SMILES): [H]/N=C/N=c1/nccno1. Its charge is 0.

Geometry as XYZ:
```
13
C4H4N4O (ωB97M-V with the def2-TZVPD basis set)
C -2.3016 0.0484 0.3831
C -0.0457 -0.3916 -0.0568
C 2.1281 -0.8934 -0.0416
C 2.4292 0.4975 0.0997
H -3.9734 0.8055 0.0973
H -2.1539 0.5169 1.4720
H 2.9169 -1.6152 -0.0487
H 3.4729 0.9145 0.2953
N -3.3521 0.1568 -0.3539
N -1.2543 -0.7705 0.0192
N 0.9568 -1.3109 -0.0266
N 1.4977 1.4154 -0.0681
O 0.1927 0.9223 -0.1397
```

Atom charges from the Löwdin analysis, given in e for atoms 1 to 5:
1. C -0.331
2. C -0.448
3. C -0.115
4. C -0.077
5. H 0.020

S) The following is a quantum chemistry calculation of the molecule C4H4N4O, from the OMol25 dataset.

The value obtained for the HOMO-LUMO gap is 0.352 Eh. As for the structure (SMILES): C#CC/N=c1/nn[nH]o1. Its charge is 0.

Geometry as XYZ:
```
13
C4H4N4O (ωB97M-V with the def2-TZVPD basis set)
C -2.4588 0.4904 2.2739
C -1.3179 0.7561 1.9978
C 0.1959 1.0549 1.7069
C 0.5466 0.3982 -0.5175
H -3.4563 0.4594 2.7425
H 0.5574 2.0237 2.1622
H 1.0070 0.1135 1.6903
H -0.4356 -2.1791 -1.3074
N 0.1684 1.4105 0.1586
N 0.6448 0.1857 -1.9699
N 0.5773 -1.0047 -2.4126
N 0.6418 -1.9265 -1.1822
O 0.7883 -0.9087 -0.0264
```

Atom charges from the Löwdin analysis, given in e for atoms 1 to 5:
1. C 0.073
2. C -0.120
3. C -0.135
4. C -0.413
5. H 0.045

Energy relative to the most stable one, in kcal/mol: P) 35.4; Q) 0.0; R) 7.6; S) 102.3

P) The following is a quantum chemistry calculation of the molecule C2H3N3OS, from the OMol25 dataset.

The value obtained for the HOMO-LUMO gap is 0.331 Eh. As for the structure (SMILES): OSc1ncn[nH]1. Its charge is 0.

Geometry as XYZ:
```
10
C2H3N3OS (ωB97M-V with the def2-TZVPD basis set)
C -0.5168 0.9689 -1.2132
C 0.1377 -0.2527 0.3799
N -0.1786 -0.3667 -0.8624
N -0.5189 1.8971 -0.3281
N 0.0822 1.4143 0.7638
O 0.7435 -2.7467 0.6301
S 0.7272 -1.3571 1.5558
H -0.6225 1.1780 -2.2743
H -0.3039 1.6383 1.6488
H 0.4501 -2.3734 -0.3003
```

Atom charges from the Löwdin analysis, given in e for atoms 1 to 5:
1. C -0.231
2. C -0.566
3. N 0.052
4. N -0.019
5. N 0.020

Q) The following is a quantum chemistry calculation of the molecule C2H3N3OS, from the OMol25 dataset.

The value obtained for the HOMO-LUMO gap is 0.302 Eh. Its charge is 0.

Geometry as XYZ:
```
10
C2H3N3OS (ωB97M-V with the def2-TZVPD basis set)
C 1.6279 0.7393 0.3122
C -0.8218 -0.5570 0.7464
N 1.6734 -0.5187 0.1561
N 1.2609 -1.5948 0.1438
N -1.4959 -0.8015 -0.3397
O -0.6822 1.6793 -0.6799
S -0.1408 1.2421 0.6094
H 2.3516 1.5454 0.5496
H -2.2131 -1.5975 -0.2571
H -1.5600 -0.1366 -1.2408
```

Atom charges from the Löwdin analysis, given in e for atoms 1 to 5:
1. C -0.301
2. C -0.295
3. N -0.201
4. N 0.193
5. N -0.041

Energy relative to the most stable one, in kcal/mol: P) 0.0; Q) 71.2

P) The following is a quantum chemistry calculation of a cluster of 2 separate species, C2H3ClFI in total, from the OMol25 dataset.

The value obtained for the HOMO-LUMO gap is 0.358 Eh. As for the structure (SMILES): C=C(F)I.Cl. Its charge is 0.

Geometry as XYZ:
```
8
C2H3ClFI (ωB97M-V with the def2-TZVPD basis set)
C 0.1972 -0.8058 -0.3403
C 1.3111 -0.4205 -0.9139
F 1.4766 -0.1939 -2.2440
Cl 0.0777 2.3765 0.0506
I 3.1345 0.0441 0.1543
H -0.5631 -1.2505 -1.0800
H 0.0910 -0.6429 0.7202
H 0.7473 1.5065 0.7705
```

Atom charges from the Löwdin analysis, given in e for atoms 1 to 5:
1. C -0.092
2. C -0.856
3. F -0.050
4. Cl 0.293
5. I 0.816

Q) The following is a quantum chemistry calculation of the molecule C2H3ClFI, from the OMol25 dataset.

The value obtained for the HOMO-LUMO gap is 0.364 Eh. As for the structure (SMILES): C[C@@](F)(Cl)I. Its charge is 0.

Geometry as XYZ:
```
8
C2H3ClFI (ωB97M-V with the def2-TZVPD basis set)
C -0.8310 -0.4395 0.1354
C 0.5032 0.4784 -0.1370
F 0.5328 0.7908 -1.4576
Cl 0.6651 2.0186 0.7256
I 2.1506 -0.9013 0.2851
H -0.5999 -0.8097 1.1011
H -1.6615 0.1279 -0.1487
H -0.7593 -1.2651 -0.5039
```

Atom charges from the Löwdin analysis, given in e for atoms 1 to 5:
1. C -0.119
2. C -1.274
3. F -0.119
4. Cl 0.594
5. I 0.790

Energy relative to the most stable one, in kcal/mol: P) 18.1; Q) 0.0